(1)
# C4H4OTl

C4H4OTl as an isolated structure (ωB97M-V/def2-TZVPD, OMol25).

Last column: Löwdin charge in e.
Atoms and positions in Å:
O: 0.07591 1.72347 -0.21774  -0.3832
C: 0.03804 0.45020 -0.46778  -0.2754
C: -1.00982 -0.37182 -0.18004  -0.0730
C: -0.83110 -1.76880 0.02739  -0.1354
C: -0.57926 -2.91138 0.36755  0.1490
H: 0.97830 -0.01834 -0.80540  0.1362
H: -1.99133 0.06412 0.02660  0.1250
H: -0.51472 -3.93836 0.67846  0.0448
Tl: 1.12326 3.16452 0.07502  1.4285
H: 2.71072 3.60639 0.49593  -0.0165

Force components x, y, z for each atom (eV/Å):
O -4.02 0.06 -0.18
C -0.04 -5.13 -0.32
C 0.46 1.42 -0.13
C 0.68 -1.48 0.24
C -0.77 1.31 -0.44
H -0.35 0.32 0.23
H 0.30 -0.13 0.16
H 0.15 0.35 -0.18
Tl 4.71 2.44 0.73
H -1.12 0.83 -0.10

Computed properties:
E_LUMO (alpha / beta)	-0.2655 / -0.2654	Eh
highest occupied orbital energy (alpha / beta)	-11.9 / -11.9	eV
calculated total energy	-402.02761	Ha
total charge	+1
orbital gap (alpha / beta)	4.661 / 4.662	eV

---

(2)
# C4H4S

The molecule C4H4S (ωB97M-V/def2-TZVPD, OMol25).

Last column: Löwdin charge in e.
Atoms and positions in Å:
C: -0.13785 0.63937 0.45664  -0.1983
C: 0.71447 -0.19108 -0.29933  -0.1986
C: 0.03989 -1.23982 -0.82679  -0.4498
S: -1.62023 -1.26478 -0.43896  0.9804
C: -1.40864 0.17175 0.45622  -0.4487
H: 0.17163 1.53178 0.96801  0.0992
H: 1.76502 -0.02018 -0.44033  0.0990
H: 0.44131 -2.02230 -1.44388  0.0586
H: -2.26054 0.60247 0.94790  0.0581

Force components x, y, z for each atom (eV/Å):
C -0.16 0.05 0.06
C 0.03 -0.12 -0.07
C 0.28 -0.77 -0.59
S 0.45 0.36 0.12
C -0.84 0.28 0.40
H 0.02 0.17 0.11
H 0.21 -0.01 -0.06
H 0.11 -0.10 -0.09
H -0.11 0.13 0.11

Computed properties:
SMILES	c1ccsc1
E_LUMO	0.0357	Eh
highest occupied orbital energy	-9.0	eV
calculated total energy	-552.99202	Ha
orbital gap	9.979	eV

---

(3)
# C4H4S

A 2-piece molecular cluster, C4H4S overall (ωB97M-V/def2-TZVPD, OMol25).

Last column: Löwdin charge in e.
Atoms and positions in Å:
C: -0.43153 -0.01496 -1.49443  0.0304
C: 0.07196 0.10924 -0.23660  -0.3126
C: -1.21706 0.57740 -0.47531  -0.0623
C: 1.07222 0.25188 0.81151  -0.0246
S: -2.84127 -1.46032 0.72276  0.0555
H: -0.40116 -0.17298 -2.50349  0.0648
H: 1.29433 1.24509 0.87457  0.0627
H: 1.90755 -0.37617 0.59546  0.0752
H: 0.54496 -0.15918 1.70554  0.1108

Force components x, y, z for each atom (eV/Å):
C -0.08 1.28 4.12
C -0.77 0.97 -1.88
C -0.44 -1.10 -0.50
C -1.49 -3.99 0.30
S 0.17 0.37 -0.14
H 0.30 -0.77 -2.27
H 0.72 2.66 0.52
H 0.92 -0.11 0.08
H 0.67 0.68 -0.22

Computed properties:
E_LUMO (alpha / beta)	-0.0735 / -0.0745	Eh
highest occupied orbital energy (alpha / beta)	-9.1 / -9.1	eV
calculated total energy	-552.74187	Ha
orbital gap (alpha / beta)	7.080 / 7.060	eV